A 2-piece molecular cluster, C6H7BOS overall. Source: the OMol25 dataset; level of theory: the ωB97M-V functional and the def2-TZVPD basis.

Element x y z (Å)
B 0.07795 1.39211 3.19935
C 0.97301 0.24414 -1.51943
C 0.88557 -1.18304 -1.46325
C 0.09530 1.01088 -0.88202
C -0.17435 -1.70065 -0.76329
C -1.01554 0.48273 -0.21414
C -1.15707 -0.90563 -0.28308
O -0.97513 1.73247 2.83742
S 1.72998 0.84703 3.62649
H 1.96275 0.54422 -2.01312
H 1.57891 -1.87243 -2.06052
H 0.36256 2.06878 -0.69689
H -0.25284 -2.79750 -0.61115
H -1.70004 1.04367 0.29313
H -2.10856 -1.34219 0.13512
H 1.39031 -0.42635 3.69123

As for the SMILES: c1ccccc1.O=BS. As for the multiplicity: 1.

Atom charges from the natural (NBO) analysis, given in e for atoms 1 to 2:
1. B 0.84
2. C -0.23


An isolated ion of composition C4H7O2 and charge -1. Source: the OMol25 dataset; level of theory: the ωB97M-V functional and the def2-TZVPD basis.

Element x y z (Å)
O -2.51165 -0.25190 0.85214
C -1.58220 -1.16604 0.73329
C -0.25184 -0.96792 0.32743
C -0.07532 0.17081 -0.66333
C 1.31656 0.80580 -0.46739
O 1.40242 1.59821 0.72841
H -1.83930 -2.21616 1.17455
H 0.54612 1.47284 1.10887
H 0.49438 -1.79014 0.27409
H -0.85673 0.94671 -0.45967
H -0.22468 -0.15561 -1.66040
H 1.49997 1.49623 -1.41301
H 2.08228 0.05717 -0.53496

As for the SMILES: [O-]/C=C\CCO. The net charge is -1. The calculation puts the energy above the lowest of the compared OMol25 structures with the same formula, charge and spin at 2.3482 eV. As for the multiplicity: 1.

Atom charges from the natural (NBO) analysis, given in e for atoms 1 to 2:
1. O -0.82
2. C 0.26


One molecule with the formula C18H22N4O3S. Source: the OMol25 dataset; level of theory: the ωB97M-V functional and the def2-TZVPD basis.

Element x y z (Å)
C -1.30078 -3.46545 1.36501
N -1.34658 -2.57494 0.24178
C -2.36910 -1.71576 -0.04650
N -2.12598 -1.07587 -1.16138
N -0.93517 -1.49808 -1.61781
C -0.46605 -2.39030 -0.79492
C 0.87987 -3.01009 -0.91097
C 1.90618 -1.97447 -0.51156
C 2.77608 -1.44807 -1.45106
C 3.69913 -0.45517 -1.12866
C 3.70511 -0.00394 0.16757
C 2.82897 -0.52612 1.12087
C 1.92571 -1.50912 0.80801
H 1.25824 -1.89456 1.56086
O 3.03918 0.09469 2.32145
C 4.06118 1.04149 2.09286
O 4.48434 0.96008 0.74893
H 3.67755 2.05406 2.29822
H 4.91185 0.83414 2.76088
H 4.37306 -0.05020 -1.86419
H 2.73812 -1.80980 -2.46631
H 1.03972 -3.30536 -1.94758
H 0.94970 -3.89446 -0.27561
S -3.74457 -1.52460 0.99362
C -4.44823 0.00891 0.30529
H -4.50843 -0.11259 -0.77432
H -5.43862 0.08707 0.75134
C -3.59976 1.21271 0.71977
O -3.85103 1.85831 1.71579
N -2.59049 1.46378 -0.12702
H -2.39900 0.79294 -0.86862
C -1.56188 2.44757 0.13505
C -1.30678 3.30414 -1.12226
H -2.00908 3.00810 -1.90154
H -1.46081 4.36248 -0.91947
C 0.13561 3.01536 -1.55764
H 0.80658 3.77830 -1.15938
H 0.24191 3.00165 -2.64074
C 0.46462 1.66615 -0.92358
H 1.53664 1.49231 -0.84395
H 0.03304 0.85131 -1.50668
C -0.21769 1.76157 0.43696
H -0.35848 0.79110 0.91225
H 0.36970 2.38822 1.10915
H -1.91727 3.03871 0.98251
H -0.28042 -3.80483 1.53164
H -1.66112 -2.94077 2.25137
H -1.94477 -4.33060 1.19056

As for the SMILES: Cn1c(Cc2ccc3c(c2)OCO3)nnc1SCC(=O)NC1CCCC1. The calculation puts the energy above the lowest of the compared OMol25 structures with the same formula, charge and spin at 1.7533 eV. As for the multiplicity: 1.

Atom charges from the natural (NBO) analysis, given in e for atoms 1 to 2:
1. C -0.41
2. N -0.37


One molecule with the formula C5H3NO. Source: the OMol25 dataset; level of theory: the ωB97M-V functional and the def2-TZVPD basis.

Element x y z (Å)
N 3.18907 -0.38672 -0.23892
C 2.04363 -0.19907 -0.09275
C 0.60668 -0.08901 0.02239
C 0.17289 1.11077 0.39430
O -1.35237 1.08438 0.21416
C -1.63251 -0.18117 -0.11466
C -0.51330 -0.92575 -0.24971
H 0.62204 1.99982 0.78465
H -2.67577 -0.45440 -0.20935
H -0.46035 -1.95885 -0.51012

As for the SMILES: N#Cc1ccoc1. The calculation puts the energy above the lowest of the compared OMol25 structures with the same formula, charge and spin at 0.7279 eV. As for the multiplicity: 1.

Atom charges from the natural (NBO) analysis, given in e for atoms 1 to 2:
1. N -0.29
2. C 0.28


C16H39IrN2OP2S as an isolated structure. Source: the OMol25 dataset; level of theory: the ωB97M-V functional and the def2-TZVPD basis.

Element x y z (Å)
Ir -0.56495 0.38377 1.43344
C -3.14263 -1.10059 3.37846
P -2.60095 0.49599 2.72619
C -4.08020 1.31164 2.10102
C -2.04940 1.46231 4.16873
C -0.82212 0.83158 4.83854
P 0.58231 0.53907 3.69477
C 1.63380 2.00207 3.79997
C 1.51619 -0.80797 4.45220
H -3.82136 -0.91635 4.21303
H -2.30412 -1.70696 3.72210
H -3.67632 -1.65485 2.60523
H -4.79701 1.38922 2.92004
H -4.52500 0.72171 1.29946
H -3.84716 2.30747 1.72741
H -2.88360 1.52038 4.87012
H -1.84381 2.48179 3.83268
H -1.07526 -0.13129 5.28743
H -0.46285 1.47181 5.64587
H 1.98686 2.11443 4.82728
H 1.08046 2.89853 3.51460
H 2.49229 1.88772 3.13813
H 1.64387 -0.58009 5.51218
H 2.49845 -0.89547 3.98887
H 0.98899 -1.75563 4.35353
C 0.84578 2.96889 0.27344
O 0.58894 1.58478 0.51663
H 1.90148 3.11484 0.07505
H 0.54097 3.58960 1.11492
H 0.27636 3.29883 -0.59657
C 3.37876 -0.52956 -3.16291
C 3.30305 -1.73022 -4.09425
C 3.14914 -3.06465 -3.37185
C 1.68236 -3.26149 -2.85096
N 1.43778 -2.56687 -1.62921
C 0.37225 -1.78848 -1.20024
S 0.18246 -1.78556 0.52582
N -0.43806 -1.20033 -2.05145
C -0.18244 -0.69675 -3.42335
C -0.26176 0.83537 -3.48640
C -1.67965 1.39144 -3.57123
C -2.58934 1.06250 -2.38566
H 3.32039 0.41293 -3.71048
H 4.30709 -0.53629 -2.58994
H 2.55191 -0.52550 -2.41985
H 4.23359 -1.80888 -4.66552
H 2.52790 -1.60973 -4.85632
H 3.84745 -3.13165 -2.53134
H 3.35700 -3.90967 -4.02651
H 1.60528 -4.33600 -2.58871
H 0.92939 -3.03267 -3.58910
H 2.04815 -2.85709 -0.86037
H -1.30463 -0.86209 -1.64072
H -0.94080 -1.13409 -4.07977
H 0.79332 -1.02494 -3.74422
H 0.28030 1.13411 -4.38668
H 0.28148 1.25455 -2.63134
H -2.15207 1.03953 -4.49121
H -1.59976 2.47347 -3.67382
H -2.91723 0.01235 -2.38065
H -3.50191 1.65605 -2.43023
H -2.10140 1.29294 -1.43624

The net charge is +3. The calculation puts the energy above the lowest of the compared OMol25 structures with the same formula, charge and spin at 0.0000 eV. As for the multiplicity: 6.

Atom charges from the natural (NBO) analysis, given in e for atoms 1 to 2:
1. Ir 0.89
2. C -0.96


A 6-piece molecular cluster, C34H79N4O6 overall. Source: the OMol25 dataset; level of theory: the ωB97M-V functional and the def2-TZVPD basis.

Element x y z (Å)
C 2.85819 0.66694 -1.56712
C 2.70190 -0.92108 -1.38223
C 1.93751 -1.38868 -2.70719
C 4.17278 -1.49168 -1.26082
C 4.29522 -2.98604 -0.70392
C 5.14527 -3.97771 -1.62073
C 4.31104 -4.96305 -2.53040
C 3.63100 -4.12857 -3.69502
C 3.79027 -4.74169 -5.14680
N 4.89682 -4.17639 -5.96077
C 6.07489 -3.84782 -5.17854
N 6.89282 -4.71236 -4.68363
N 6.33741 -2.43019 -4.94648
C 2.84708 -3.49976 -0.32450
C 2.11642 -2.39185 0.53362
C 0.75156 -3.05303 1.04361
C 2.90887 -2.00927 1.88117
N 1.85736 -1.10784 -0.17693
O 0.60340 -0.92515 -0.46029
H 3.44424 0.79901 -2.52501
H 1.83094 1.10253 -1.63234
H 3.45290 1.07302 -0.69717
H 1.10858 -0.65145 -2.92392
H 2.62590 -1.33980 -3.59229
H 1.43609 -2.37934 -2.57509
H 4.77317 -0.81514 -0.59817
H 4.66096 -1.43836 -2.28069
H 4.86243 -2.91293 0.27159
H 5.72857 -4.63134 -0.90125
H 5.91564 -3.37989 -2.17582
H 3.59756 -5.59593 -1.93696
H 5.04974 -5.67091 -3.00187
H 3.97138 -3.06124 -3.61015
H 2.52180 -4.10395 -3.47326
H 2.83162 -4.50414 -5.69581
H 3.83822 -5.86832 -5.08167
H 4.57473 -3.38848 -6.52163
H 6.52554 -5.63188 -4.96427
H 5.67344 -1.88123 -5.50205
H 6.19389 -2.19246 -3.96562
H 2.98768 -4.39543 0.34989
H 2.22078 -3.83003 -1.19033
H 1.08278 -3.82945 1.79964
H 0.22829 -3.62901 0.23373
H 0.09574 -2.33042 1.58590
H 3.39894 -1.01382 1.66130
H 2.17104 -1.88046 2.70954
H 3.69572 -2.77934 2.08247
C -5.09063 -1.83095 3.69505
C -3.58731 -1.79624 3.48357
O -3.13390 -2.70747 2.49478
C -3.62867 -2.49969 1.18203
C -3.23233 -1.15731 0.59168
H -5.43277 -2.85363 3.86797
H -5.36995 -1.21316 4.55099
H -5.62465 -1.45058 2.82067
H -3.09493 -2.08832 4.41388
H -3.24425 -0.78179 3.25571
H -4.71474 -2.63793 1.15423
H -3.19899 -3.29371 0.56636
H -3.71929 -0.33127 1.11583
H -3.52107 -1.10173 -0.45974
H -2.15344 -1.00482 0.67079
C -6.99522 2.96014 6.27572
C -5.49200 2.98965 6.06590
O -5.03982 2.07513 5.07818
C -5.53090 2.28168 3.76453
C -5.12838 3.62113 3.17143
H -7.34036 1.93865 6.45005
H -7.27247 3.57876 7.13086
H -7.52828 3.34090 5.40071
H -5.00220 2.69702 6.99741
H -5.14509 4.00259 5.83723
H -6.61721 2.14711 3.73502
H -5.10277 1.48471 3.15076
H -5.61294 4.45002 3.69218
H -5.41526 3.67477 2.11944
H -4.04955 3.76989 3.25242
C 7.38165 1.41814 -6.80536
C 6.38806 0.99353 -7.87132
O 5.05096 0.92605 -7.40056
C 4.48856 2.13763 -6.92588
C 4.39748 3.22079 -7.98677
H 7.27062 0.80298 -5.90981
H 8.40361 1.32450 -7.17682
H 7.22865 2.45859 -6.50885
H 6.64064 -0.01467 -8.20790
H 6.45448 1.64054 -8.75174
H 5.03095 2.49295 -6.04358
H 3.47768 1.89150 -6.59082
H 5.38780 3.57211 -8.28458
H 3.83868 4.07916 -7.60900
H 3.90166 2.84184 -8.88299
C 0.20344 2.85968 -6.22820
C 0.83363 2.77919 -4.84841
O 0.42500 3.82238 -3.97998
C -0.95932 3.87413 -3.67585
C -1.46713 2.63592 -2.95602
H 0.34335 3.85375 -6.65823
H 0.64834 2.11813 -6.89519
H -0.87148 2.66903 -6.18776
H 1.91710 2.87602 -4.95365
H 0.65258 1.80292 -4.38602
H -1.54431 4.07281 -4.57995
H -1.09427 4.73935 -3.02259
H -1.44410 1.75817 -3.60607
H -2.49816 2.78082 -2.62803
H -0.84660 2.41408 -2.08505
C -5.92694 3.98567 11.93805
C -7.01485 3.88793 10.88272
O -6.70684 2.98152 9.83555
C -6.53132 1.62499 10.21103
C -7.77475 0.99987 10.81998
H -4.95753 4.18101 11.47502
H -6.15118 4.78758 12.64397
H -5.83727 3.05689 12.50628
H -7.13520 4.86610 10.41129
H -7.98099 3.63872 11.33323
H -5.66947 1.51931 10.87786
H -6.28216 1.08595 9.29362
H -8.00869 1.44098 11.79151
H -7.63043 -0.07210 10.96656
H -8.64066 1.15536 10.17296

As for the multiplicity: 2.

Atom charges from the Mulliken analysis, given in e for atoms 1 to 2:
1. C -1.25
2. C 1.01


One molecule with the formula C18H19N5O3S. Source: the OMol25 dataset; level of theory: the ωB97M-V functional and the def2-TZVPD basis.

Element x y z (Å)
C -2.49293 1.28134 4.11381
C -2.50070 0.98495 2.64693
C -3.40555 0.08649 2.09456
C -3.38873 -0.20394 0.74391
C -2.45412 0.41054 -0.08040
C -1.56008 1.33306 0.45043
C -1.58599 1.60817 1.80382
H -0.88774 2.32281 2.21482
H -0.86135 1.83584 -0.19806
N -2.42980 0.09031 -1.44408
C -1.39250 0.15061 -2.30621
N -0.11741 0.51765 -2.02792
C 0.69569 0.43341 -3.03368
N 0.34141 0.03313 -4.27844
C -0.95940 -0.37940 -4.66651
O -1.16056 -0.72909 -5.80294
C -1.85817 -0.30616 -3.54903
C -3.21275 -0.61951 -3.31146
N -3.52754 -0.38596 -2.06191
H -3.93885 -0.99915 -4.00076
H 1.04773 0.00796 -5.00493
S 2.39054 0.81983 -2.81932
C 2.41562 1.48820 -1.11983
H 1.39149 1.45299 -0.75630
H 2.76427 2.51785 -1.20163
C 3.40390 0.74781 -0.22811
O 4.47261 1.25699 0.04434
N 3.05559 -0.47896 0.21369
C 1.78133 -1.13993 0.07209
H 1.16206 -0.67888 -0.69236
H 1.97829 -2.17690 -0.22407
C 1.04049 -1.10414 1.42686
O 1.93978 -0.97966 2.50568
C 3.10842 -1.73814 2.30563
H 2.84620 -2.78781 2.10635
C 3.94107 -1.15374 1.14826
H 4.65168 -0.40810 1.50959
H 4.49321 -1.94769 0.63250
H 3.66689 -1.68935 3.24101
H 0.43436 -2.01667 1.53835
H 0.37956 -0.23691 1.49123
H -4.09069 -0.89792 0.31020
H -4.13247 -0.39684 2.73046
H -1.58021 0.89464 4.56669
H -3.34523 0.82461 4.60950
H -2.51941 2.35565 4.28724

As for the SMILES: Cc1ccc(-n2ncc3c(=O)[nH]c(SCC(=O)N4CCOCC4)nc32)cc1. The calculation puts the energy above the lowest of the compared OMol25 structures with the same formula, charge and spin at 0.6239 eV. As for the multiplicity: 1.

Atom charges from the natural (NBO) analysis, given in e for atoms 1 to 2:
1. C -0.63
2. C -0.01


The records above give, respectively, total energy values of -731.1377 -307.0674 -1542.0494 -322.2650 -2001.9198 -2013.0884 -1595.0415 hartree.